Computed, not measured: an isolated molecule of C24H30N4O5, with ωB97M-V with the def2-TZVPD basis set.

## Properties
SMILES: CC(C)CCNC(=O)CN(C(=O)CCC(=O)Nc1ccccn1)c1ccc2c(c1)OCCO2
Molecular weight: 454.5 g mol⁻¹
Kohn-Sham gap: 9.21 eV
Relative energy (zero: lowest compared OMol25 entry of this formula, charge and spin): 111.8 kJ/mol
Total energy: -1527.844661 a.u.

```
! RIJCOSX wB97M-V def2-TZVPD def2/J DEFGRID3
* xyz 0 1
C -3.10509 -1.59962 -0.40120
C -2.86960 -2.42481 0.86140
C -3.46709 -1.70882 2.07057
C -1.37997 -2.68132 1.11784
C -0.65502 -3.39430 -0.02791
N -0.06001 -2.45592 -0.95325
C 1.24717 -2.46516 -1.25081
O 2.03833 -3.31096 -0.88649
C 1.66682 -1.25426 -2.09864
N 1.69117 -0.05435 -1.27497
C 0.57086 0.68373 -1.13132
O -0.48824 0.36340 -1.65148
C 0.72474 1.95946 -0.32533
C -0.50576 2.84170 -0.52462
C -1.71671 2.18161 0.12060
O -1.67314 1.71613 1.23822
N -2.83848 2.21834 -0.65160
C -4.11991 1.78173 -0.33632
C -4.54184 1.49343 0.96134
C -5.85016 1.08548 1.13772
C -6.68864 0.98335 0.03593
C -6.17153 1.31310 -1.20552
N -4.92430 1.70591 -1.39175
C 2.87332 0.16955 -0.51937
C 2.90085 -0.11523 0.84075
C 4.05822 0.09259 1.56241
C 5.20467 0.56891 0.93820
C 5.18999 0.80973 -0.44058
C 4.01763 0.61987 -1.15833
O 6.30430 1.22657 -1.11805
C 7.49780 1.05327 -0.38481
C 7.30965 1.55020 1.04740
O 6.31868 0.78839 1.70146
H -2.82712 -2.15338 -1.29464
H -2.53192 -0.67646 -0.36665
H -4.15828 -1.33868 -0.48784
H -3.37092 -3.39337 0.74346
H -2.98669 -0.74218 2.20053
H -4.53360 -1.54792 1.93088
H -3.32217 -2.29334 2.97678
H -0.88498 -1.72653 1.30983
H -1.28787 -3.28692 2.02156
H -1.34980 -4.05179 -0.56227
H 0.16850 -4.00413 0.35258
H -0.62445 -1.67271 -1.25956
H 2.66771 -1.42772 -2.49527
H 0.95375 -1.09758 -2.91164
H 0.80337 1.70004 0.73269
H 1.63855 2.47653 -0.62145
H -0.35073 3.79930 -0.02250
H -0.67581 3.01965 -1.58588
H -2.74100 2.44174 -1.63342
H -3.86010 1.58523 1.78851
H -6.21383 0.85147 2.12777
H -7.71350 0.66403 0.13981
H -6.77885 1.26573 -2.10003
H 2.01941 -0.50192 1.32726
H 4.10162 -0.11229 2.61959
H 4.02188 0.82272 -2.21755
H 8.26727 1.62371 -0.90639
H 7.77315 -0.00975 -0.36568
H 8.22377 1.43651 1.63149
H 7.01395 2.60827 1.02656
*
```

=====

Computed, not measured: a structure of composition C24H31AuFN2O4P2Si, with ωB97M-V with the def2-TZVPD basis set.

## Properties
Molecular weight: 717.5 g mol⁻¹
Kohn-Sham gap (alpha / beta): 5.70 / 5.70 eV
Relative energy (zero: lowest compared OMol25 entry of this formula, charge and spin): 313.8 kJ/mol
Total energy: -2551.207402 a.u.

```
! RIJCOSX wB97M-V def2-TZVPD def2/J DEFGRID3
* xyz 1 1
Au 0.54343 0.06811 -0.47008
C -0.54355 0.92508 -4.11163
P -0.97623 0.83888 -2.33363
C -1.75892 2.45824 -2.00922
C -2.39385 -0.30554 -2.25278
C -3.59262 0.04278 -2.87233
C -4.70931 -0.76282 -2.73812
C -4.65402 -1.89822 -1.94259
C -3.46416 -2.25790 -1.33668
C -2.31837 -1.48719 -1.50918
P -0.69074 -2.12312 -0.97719
C -0.51428 -3.42823 -2.26183
C -0.97223 -3.13824 0.50954
H -1.39689 1.26781 -4.69689
H -0.23441 -0.06435 -4.44588
H 0.28724 1.62028 -4.22751
H -2.45359 2.71703 -2.80715
H -0.97943 3.21559 -1.93886
H -2.29732 2.40426 -1.06367
H -3.65071 0.94007 -3.47433
H -5.62452 -0.50208 -3.24954
H -5.53367 -2.51225 -1.81510
H -3.42896 -3.14931 -0.72844
H -1.44969 -3.98629 -2.31596
H 0.30292 -4.09680 -1.99542
H -0.30683 -2.97435 -3.22921
H -1.64500 -3.96953 0.30315
H -1.34688 -2.51434 1.31837
H 0.00146 -3.52992 0.80746
F 3.05533 -5.46469 3.22264
C 2.16464 -4.57063 3.67419
C 2.43814 -3.25488 3.60214
N 1.55529 -2.31512 4.04910
C 1.83710 -0.91533 3.87336
C 1.60409 -0.44722 2.42613
O 2.16271 0.65292 2.15045
O 0.92263 -1.12231 1.66453
C 0.32049 -2.66640 4.58262
O -0.48598 -1.84111 4.93444
N 0.11239 -4.01771 4.69038
C 0.92085 -5.07270 4.25633
O 0.57265 -6.21654 4.37773
H 3.37407 -2.90220 3.19279
H 2.85860 -0.67403 4.17086
H 1.13279 -0.35503 4.50095
H -0.76073 -4.28851 5.13389
C 0.28427 2.52461 1.94598
Si 1.67381 1.85915 0.79691
C 3.49511 2.53069 0.90003
C 1.50126 3.30470 -0.67708
C 1.07455 4.55796 -0.30779
C 0.90921 5.53399 -1.28305
C 1.20839 5.25315 -2.60338
C 1.70367 4.00647 -2.94650
C 1.85881 3.02274 -1.97784
H 0.69706 3.15613 2.72579
H -0.19709 1.68553 2.43707
H -0.48012 3.08720 1.42558
H 3.50850 3.58507 1.15781
H 4.02275 2.41857 -0.04106
H 4.02119 1.97248 1.66618
H 0.86800 4.79783 0.72113
H 0.54757 6.51011 -1.00156
H 1.07699 6.01468 -3.35711
H 1.97496 3.79498 -3.97002
H 2.26719 2.05780 -2.24888
*
```

=====

Computed, not measured: a structure of composition C24H31ClF3NO4PPdSi2, with ωB97M-V with the def2-TZVPD basis set.

## Properties
Molecular weight: 683.5 g mol⁻¹
Kohn-Sham gap (alpha / beta): 4.33 / 7.76 eV
Relative energy (zero: lowest compared OMol25 entry of this formula, charge and spin): 15.6 kJ/mol
Total energy: -3096.834721 a.u.
<S²>: 2.016

```
! RIJCOSX wB97M-V def2-TZVPD def2/J DEFGRID3
* xyz -1 3
Pd -0.48595 0.58556 0.71485
C 1.66884 -0.78890 -3.48922
Si 2.11678 0.58010 -2.27764
C 1.10261 2.05691 -2.98074
C 3.76328 1.33865 -1.73542
C 4.89948 1.55715 -2.50551
C 6.07539 2.00267 -1.91805
C 6.12780 2.23258 -0.55126
C 4.99852 2.03326 0.22833
C 3.81275 1.59946 -0.35150
Si 2.18940 1.16406 0.49343
C 1.21002 2.80273 0.79044
C 1.87715 0.23921 2.12230
H 2.13888 -0.59615 -4.45714
H 0.58850 -0.81861 -3.64181
H 2.01057 -1.75395 -3.12786
H 1.39678 2.31932 -4.00092
H 1.20686 2.95457 -2.36716
H 0.04060 1.79198 -3.00117
H 4.87295 1.36463 -3.57286
H 6.96225 2.14698 -2.52390
H 7.05685 2.54903 -0.09291
H 5.05477 2.19802 1.29888
H 1.45116 3.22964 1.76592
H 0.11319 2.58952 0.77912
H 1.39704 3.56012 0.02911
H 2.66761 0.44329 2.84945
H 1.84339 -0.83868 1.96575
H 0.92602 0.56216 2.57640
F -0.54250 -6.19367 2.79603
C -0.61474 -5.79296 1.50215
F 0.37813 -6.43989 0.83594
F -1.77278 -6.39035 1.02003
C -0.59795 -4.33887 1.34079
C -0.37244 -3.74113 0.06693
C -0.40381 -2.38622 -0.04772
N -0.68172 -1.55764 1.00578
C -0.86678 -2.12790 2.23800
C -0.83513 -3.47407 2.44020
H -0.17122 -4.35900 -0.79724
H -0.20258 -1.89865 -0.99417
H -1.04841 -1.44239 3.05860
H -0.98596 -3.88259 3.42953
O 3.07534 -2.45138 0.66075
Cl 3.68145 -1.27718 0.02938
O 3.44670 -1.36104 -1.44416
O 5.12711 -1.27145 0.26582
O 1.39863 0.43612 -0.77274
C -2.99518 -0.23528 -1.23596
P -2.64886 1.02972 0.05088
C -2.76118 2.56271 -0.96885
C -4.19564 1.02934 0.99516
C -5.42759 1.33280 0.40860
C -6.59268 1.26178 1.15005
C -6.55208 0.88818 2.48734
C -5.33266 0.57691 3.07654
C -4.16576 0.65118 2.33658
H -3.93143 -0.02972 -1.75747
H -3.04806 -1.21141 -0.75363
H -2.16446 -0.24460 -1.94172
H -3.59691 2.52371 -1.66858
H -1.82778 2.66850 -1.52204
H -2.87526 3.42424 -0.31035
H -5.46530 1.62264 -0.63437
H -7.54129 1.48602 0.67758
H -7.46447 0.83528 3.06631
H -5.30259 0.26229 4.11171
H -3.20565 0.41067 2.77941
*
```